Record 1
DFT (the ωB97M-V functional and the def2-TZVPD basis) results for a molecular structure, C37H46AuN2O4S.

Values from the calculation:
M: 811.8 g/mol
Total energy: -64805.4121 eV
Multiplicity: 3
HOMO (alpha / beta): -8.545 / -10.435 eV
Charge: +1

CARTESIAN COORDINATES (ANGSTROEM)
Au (-0.148, 0.233, 1.104)
C (-3.186, 2.184, -2.509)
C (-3.392, 2.401, -1.052)
C (-4.380, 3.363, -0.586)
O (-3.194, 1.341, -0.236)
C (-0.040, 5.243, 0.023)
O (0.079, 5.754, -1.021)
O (-0.146, 4.686, 1.033)
H (-3.868, 1.360, -2.825)
H (-2.167, 1.917, -2.801)
H (-3.436, 3.127, -3.032)
H (-5.407, 3.044, -0.677)
H (-4.303, 4.255, -1.199)
H (-4.205, 3.634, 0.473)
H (-2.755, 0.616, -0.665)
C (3.285, 2.860, -1.109)
C (2.476, 1.759, -1.835)
C (0.984, 2.106, -1.774)
C (2.880, 0.333, -1.424)
C (3.521, -0.457, -2.347)
C (3.924, -1.778, -2.039)
C (3.652, -2.309, -0.790)
C (2.992, -1.573, 0.186)
C (2.797, -2.201, 1.568)
C (2.001, -3.553, 1.492)
C (4.176, -2.352, 2.181)
C (2.653, -0.249, -0.170)
N (1.923, 0.531, 0.786)
C (2.490, 1.208, 1.741)
C (1.678, 1.711, 2.753)
C (1.873, 2.546, 3.871)
C (0.633, 2.681, 4.435)
C (-0.303, 1.867, 3.728)
N (0.345, 1.330, 2.701)
C (-1.762, 1.506, 4.036)
C (-2.366, 0.490, 3.097)
C (-2.578, 2.810, 3.907)
C (-1.792, 1.049, 5.515)
H (3.363, 3.743, -1.777)
H (4.341, 2.508, -0.994)
H (2.894, 3.150, -0.139)
H (2.826, 1.849, -2.872)
H (0.669, 2.297, -0.764)
H (0.326, 1.349, -2.223)
H (0.891, 3.049, -2.335)
H (3.681, -0.079, -3.352)
H (4.373, -2.360, -2.825)
H (3.943, -3.365, -0.631)
H (2.203, -1.523, 2.186)
H (2.509, -4.196, 0.786)
H (0.987, -3.369, 1.140)
H (1.921, -4.049, 2.485)
H (4.775, -3.117, 1.646)
H (4.092, -2.698, 3.189)
H (4.705, -1.388, 2.180)
H (3.585, 1.390, 1.753)
H (2.775, 3.019, 4.162)
H (0.381, 3.302, 5.281)
H (-2.458, 0.922, 2.091)
H (-3.377, 0.257, 3.437)
H (-1.813, -0.443, 3.109)
H (-2.578, 3.196, 2.873)
H (-2.199, 3.566, 4.576)
H (-3.577, 2.689, 4.202)
H (-1.011, 0.310, 5.698)
H (-2.770, 0.655, 5.805)
H (-1.530, 1.927, 6.126)
O (-0.972, -0.536, -0.681)
S (-0.149, -1.400, -1.674)
C (-0.554, -3.061, -1.186)
C (0.232, -4.131, -1.618)
C (-0.060, -5.417, -1.233)
C (-1.102, -5.669, -0.349)
C (-1.861, -4.610, 0.115)
C (-1.604, -3.309, -0.295)
C (-0.985, -1.335, -3.220)
C (-0.255, -0.803, -4.287)
C (-0.839, -0.744, -5.528)
C (-2.165, -1.160, -5.717)
C (-2.874, -1.656, -4.646)
C (-2.318, -1.783, -3.390)
H (1.141, -4.012, -2.233)
H (0.503, -6.248, -1.651)
H (-1.304, -6.712, -0.073)
H (-2.762, -4.818, 0.701)
H (-2.231, -2.530, 0.081)
H (0.798, -0.515, -4.112)
H (-0.219, -0.416, -6.356)
H (-2.590, -1.030, -6.680)
H (-3.877, -1.995, -4.781)
H (-2.812, -2.174, -2.541)

***

Record 2
DFT (the ωB97M-V functional and the def2-TZVPD basis) results for a molecular structure, C28H35N3NiO2S2Sb.

Values from the calculation:
M: 690.2 g/mol
Total energy: -107420.1425 eV
ΔE to the lowest compared entry with this formula, charge and spin: 0.0 kJ/mol
Multiplicity: 3
HOMO (alpha / beta): -4.208 / -4.283 eV
Charge: -1

CARTESIAN COORDINATES (ANGSTROEM)
Ni (0.352, 1.865, 1.399)
S (2.031, -0.745, 4.630)
C (0.394, -0.692, 4.944)
C (-0.285, 0.105, 4.071)
C (0.506, 0.748, 3.069)
C (1.801, 0.406, 3.289)
C (2.848, 0.880, 2.431)
C (4.177, 0.404, 2.509)
C (5.011, 0.724, 1.488)
C (4.555, 1.505, 0.376)
C (3.287, 2.005, 0.431)
N (2.466, 1.672, 1.443)
H (-0.060, -1.151, 5.733)
H (-1.415, 0.126, 4.080)
H (4.496, -0.317, 3.262)
H (6.023, 0.432, 1.505)
H (5.252, 1.711, -0.473)
H (2.796, 2.593, -0.341)
C (0.241, 3.848, 1.615)
H (-0.776, 4.221, 1.835)
H (0.451, 4.308, 0.645)
H (0.872, 4.353, 2.330)
C (0.762, 1.242, -5.129)
C (1.340, 0.839, -3.749)
Sb (0.220, 1.316, -1.965)
C (-1.059, 2.871, -2.597)
C (-0.433, 4.239, -2.513)
C (-1.336, -0.171, -2.203)
C (-1.737, -0.701, -3.579)
H (1.004, 0.625, -6.014)
H (1.036, 2.265, -5.405)
H (-0.327, 1.253, -5.167)
H (2.356, 1.283, -3.535)
H (1.474, -0.223, -3.700)
H (-1.900, 2.761, -1.941)
H (-1.477, 2.715, -3.608)
H (0.190, 4.300, -1.643)
H (-1.135, 5.103, -2.467)
H (0.240, 4.478, -3.376)
H (-2.161, 0.361, -1.753)
H (-1.014, -1.002, -1.631)
H (-1.974, -0.001, -4.400)
H (-2.547, -1.472, -3.486)
H (-1.008, -1.424, -3.923)
O (-1.107, -7.536, 0.652)
C (-0.511, -6.755, 1.556)
O (-0.299, -7.191, 2.663)
C (-0.024, -5.382, 1.101)
C (-0.246, -4.804, -0.106)
C (0.199, -3.527, -0.455)
C (1.041, -2.825, 0.437)
S (1.727, -1.246, 0.120)
C (1.244, -3.396, 1.724)
C (0.707, -4.637, 2.029)
H (-1.190, -7.057, -0.178)
H (-0.760, -5.345, -0.918)
H (0.020, -3.102, -1.433)
H (1.780, -2.772, 2.447)
H (0.970, -5.107, 2.979)
N (-1.460, -0.864, 0.920)
C (-2.279, 0.195, 0.962)
C (-3.662, 0.037, 1.149)
C (-4.483, 1.120, 0.998)
C (-4.028, 2.356, 0.575)
C (-2.640, 2.475, 0.538)
N (-1.783, 1.476, 0.789)
H (-1.873, -1.744, 1.055)
H (-0.453, -0.664, 0.771)
H (-4.098, -0.880, 1.435)
H (-5.545, 0.902, 1.045)
H (-4.632, 3.194, 0.411)
H (-2.151, 3.419, 0.246)

***

Record 3
DFT (the ωB97M-V functional and the def2-TZVPD basis) results for a molecular structure, C31H43Cl2N4NbO6PSSi.

Values from the calculation:
M: 822.6 g/mol
Total energy: -105688.7982 eV
ΔE to the lowest compared entry with this formula, charge and spin: 2.8 kJ/mol
Multiplicity: 1
HOMO: -9.443 eV
Charge: +1

CARTESIAN COORDINATES (ANGSTROEM)
Nb (-1.354, -0.008, -1.179)
N (0.142, -0.927, -2.524)
C (0.841, 0.015, -3.464)
C (1.087, 1.358, -2.823)
N (0.004, 1.770, -1.932)
H (0.830, -1.461, -1.946)
H (-0.381, -1.704, -3.047)
H (0.182, 0.177, -4.347)
H (1.838, -0.369, -3.785)
H (1.212, 2.102, -3.549)
H (1.988, 1.304, -2.155)
H (-0.676, 2.382, -2.505)
H (0.388, 2.265, -1.105)
Cl (-2.892, -0.251, -8.697)
C (-2.831, -0.102, -7.008)
C (-2.290, -1.225, -6.337)
C (-2.036, -1.198, -4.972)
Cl (-1.447, -2.668, -4.223)
C (-2.282, -0.020, -4.259)
O (-2.101, 0.002, -2.930)
C (-2.756, 1.179, -4.917)
C (-2.846, 2.438, -4.247)
O (-2.287, 2.783, -3.183)
C (-3.107, 1.085, -6.270)
H (-1.983, -2.110, -6.858)
H (-3.364, 3.264, -4.790)
H (-3.594, 1.889, -6.821)
C (8.054, 0.731, 4.547)
C (6.896, 1.617, 4.102)
C (6.754, 2.960, 4.679)
C (5.596, 3.638, 4.575)
C (4.522, 3.060, 3.840)
C (4.635, 1.840, 3.176)
N (3.412, 1.405, 2.585)
C (2.669, 0.264, 2.827)
C (2.980, -0.450, 4.016)
C (2.529, -1.734, 4.136)
C (1.698, -2.274, 3.147)
C (1.358, -1.566, 2.008)
C (1.739, -0.213, 1.834)
C (1.173, 0.600, 0.788)
O (1.425, 1.838, 0.614)
O (0.284, -0.044, 0.046)
C (5.850, 1.136, 3.225)
C (5.985, -0.066, 2.323)
H (8.471, 1.065, 5.466)
H (8.841, 0.625, 3.783)
H (7.608, -0.270, 4.733)
H (7.612, 3.234, 5.268)
H (5.395, 4.648, 4.952)
H (3.566, 3.548, 3.887)
H (3.139, 1.920, 1.717)
H (3.630, 0.002, 4.718)
H (2.801, -2.298, 4.995)
H (1.248, -3.233, 3.345)
H (0.778, -2.140, 1.220)
H (5.915, -1.028, 2.895)
H (7.006, -0.104, 1.952)
H (5.283, 0.006, 1.495)
C (-6.341, -0.543, -0.753)
P (-4.859, 0.428, -0.265)
C (-4.926, 0.855, 1.516)
C (-4.939, 1.935, -1.266)
O (-3.652, -0.425, -0.598)
H (-7.242, -0.120, -0.261)
H (-6.086, -1.636, -0.494)
H (-6.552, -0.347, -1.828)
H (-5.860, 0.489, 1.994)
H (-4.911, 1.939, 1.674)
H (-4.047, 0.381, 1.913)
H (-3.942, 2.382, -1.297)
H (-5.741, 2.602, -0.907)
H (-5.193, 1.662, -2.301)
C (-0.457, -4.317, 0.301)
Si (-1.929, -3.121, 0.390)
C (-3.459, -3.863, -0.452)
C (-2.271, -2.560, 2.139)
O (-1.449, -1.808, -0.442)
H (0.456, -3.722, -0.098)
H (-0.667, -5.061, -0.496)
H (-0.229, -4.801, 1.266)
H (-3.847, -4.683, 0.205)
H (-3.083, -4.216, -1.439)
H (-4.167, -3.044, -0.624)
H (-2.725, -3.450, 2.598)
H (-3.048, -1.839, 2.067)
H (-1.481, -2.144, 2.813)
S (-2.487, 4.002, 1.291)
C (-2.047, 2.703, 0.457)
N (-1.962, 1.635, -0.122)

***

Record 4
DFT (the ωB97M-V functional and the def2-TZVPD basis) results for a single C7H9N3O molecule.

Values from the calculation:
M: 151.2 g/mol
Total energy: -13921.7084 eV
ΔE to the lowest compared entry with this formula, charge and spin: 84.5 kJ/mol
Multiplicity: 1
HOMO: -8.613 eV

CARTESIAN COORDINATES (ANGSTROEM)
C (-2.360, 0.444, -0.531)
C (-1.262, 1.854, 0.617)
C (-1.201, -0.180, -0.076)
C (1.910, 0.863, -0.169)
C (-0.485, -1.526, -0.041)
C (0.642, -1.203, 0.959)
C (0.770, 0.308, 0.972)
N (-2.369, 1.721, -0.072)
N (-0.536, 0.700, 0.631)
N (1.481, 2.057, -0.626)
O (2.930, 0.273, -0.169)
H (-2.897, 0.002, -1.304)
H (-1.055, 2.849, 1.185)
H (-1.185, -2.506, 0.102)
H (-0.085, -1.696, -1.032)
H (0.432, -1.665, 1.931)
H (1.655, -1.732, 0.656)
H (1.186, 0.865, 1.927)
H (0.474, 2.346, -0.553)
H (1.940, 2.418, -1.455)